(1)
Below is a cluster of 2 separate species, C7H8N3P in total, with properties calculated with the ωB97M-V functional and the def2-TZVPD basis.

Properties
Spin multiplicity ... 1
Relative energy (zero: lowest compared OMol25 entry of this formula, charge and spin) ... 24.3 kcal/mol
SMILES ... Nc1cncnc1.C#CP=C
HOMO-LUMO gap ... 0.303 hartree
Largest force on an atom ... 0.0639 Eh/bohr
HOMO ... -8.60 eV
Total charge ... 0

Element x y z (Å)
N: 0.961 -1.827 -1.187
C: 0.384 -0.569 -1.388
C: -0.855 -0.435 -2.027
N: -1.478 0.746 -2.184
C: -0.797 1.786 -1.860
N: 0.444 1.765 -1.363
C: 1.075 0.638 -1.252
H: 0.384 -2.622 -1.480
H: 1.636 -1.820 -0.425
H: -1.370 -1.361 -2.320
H: -1.152 2.751 -2.008
H: 2.032 0.650 -0.877
C: -0.910 1.807 2.058
C: -0.808 0.616 1.918
P: -0.879 -1.213 2.293
C: 0.625 -1.278 3.087
H: -1.413 2.789 2.223
H: 0.870 -2.165 3.621
H: 1.249 -0.258 3.172

The computed Mulliken charges, all in e, follow: atom 1 (N): -0.52, atom 2 (C): 0.67, atom 3 (C): -0.21, atom 4 (N): -0.56, atom 5 (C): -0.13, atom 6 (N): -0.54, atom 7 (C): -0.36, atom 8 (H): 0.21, atom 9 (H): 0.26, atom 10 (H): 0.24, atom 11 (H): 0.47, atom 12 (H): 0.46, atom 13 (C): 0.37, atom 14 (C): -0.75, atom 15 (P): 0.06, atom 16 (C): -0.53, atom 17 (H): 0.33, atom 18 (H): 0.32, atom 19 (H): 0.22

(2)
Below is an isolated molecule of C4H6O2Si, with properties calculated with the ωB97M-V functional and the def2-TZVPD basis.

Properties
Spin multiplicity ... 1
Relative energy (zero: lowest compared OMol25 entry of this formula, charge and spin) ... 43.0 kcal/mol
SMILES ... C=C/C=C1/O[Si@H]1O
HOMO-LUMO gap ... 0.318 hartree
Largest force on an atom ... 0.0733 Eh/bohr
HOMO ... -8.25 eV
Total charge ... 0

Element x y z (Å)
C: -1.849 0.864 0.372
C: -1.932 -0.277 -0.377
C: -0.839 -1.163 -0.443
C: 0.331 -0.689 -0.124
O: 1.626 -1.296 0.101
Si: 1.739 0.391 0.290
O: 2.759 1.145 -0.723
H: -2.650 1.588 0.344
H: -0.933 0.949 1.089
H: -2.816 -0.808 -0.676
H: -0.880 -2.264 -0.532
H: 1.938 1.006 1.659
H: 3.507 0.554 -0.977

The computed Mulliken charges, all in e, follow: atom 1 (C): -0.68, atom 2 (C): -0.12, atom 3 (C): 0.07, atom 4 (C): -0.20, atom 5 (O): -0.47, atom 6 (Si): 0.57, atom 7 (O): -0.49, atom 8 (H): 0.29, atom 9 (H): 0.11, atom 10 (H): 0.33, atom 11 (H): 0.31, atom 12 (H): -0.07, atom 13 (H): 0.34

(3)
Below is an isolated molecule of C6H6O2S, with properties calculated with the ωB97M-V functional and the def2-TZVPD basis.

Properties
Spin multiplicity ... 1
Relative energy (zero: lowest compared OMol25 entry of this formula, charge and spin) ... 156.1 kcal/mol
HOMO-LUMO gap (alpha / beta) ... 0.281 / 0.225 hartree
Largest force on an atom ... 0.0811 Eh/bohr
HOMO (alpha / beta) ... -9.08 / -7.77 eV
Total charge ... 0

Element x y z (Å)
C: -1.818 0.366 0.043
C: -1.372 -0.760 0.759
C: -1.219 1.406 -0.739
C: 0.057 1.696 -0.971
C: -0.046 -1.111 0.792
C: 1.143 2.086 -1.612
O: 1.934 -2.700 0.489
O: 1.534 -1.606 2.719
S: 0.803 -2.353 1.658
H: -2.946 0.444 0.088
H: -2.231 -1.214 1.158
H: -1.997 1.978 -1.303
H: 2.780 -2.394 0.653
H: 1.439 1.642 -2.539
H: 1.940 2.519 -1.195

The computed Mulliken charges, all in e, follow: atom 1 (C): -0.31, atom 2 (C): 0.29, atom 3 (C): -0.06, atom 4 (C): 0.10, atom 5 (C): -0.46, atom 6 (C): -0.80, atom 7 (O): -0.46, atom 8 (O): -0.56, atom 9 (S): 0.53, atom 10 (H): 0.20, atom 11 (H): 0.38, atom 12 (H): 0.27, atom 13 (H): 0.31, atom 14 (H): 0.24, atom 15 (H): 0.32

(4)
Below is an isolated molecule of C5H11NO, with properties calculated with the ωB97M-V functional and the def2-TZVPD basis.

Properties
Spin multiplicity ... 1
Relative energy (zero: lowest compared OMol25 entry of this formula, charge and spin) ... 81.8 kcal/mol
SMILES ... C[C@H]1CN1CCO
HOMO-LUMO gap ... 0.352 hartree
Largest force on an atom ... 0.0219 Eh/bohr
HOMO ... -8.58 eV
Total charge ... 0

Element x y z (Å)
C: 1.283 -0.111 -1.587
C: 1.354 -0.707 -0.158
C: 1.093 -0.054 1.379
N: 0.197 -0.790 0.596
C: -1.190 -0.667 0.284
C: -1.705 0.753 0.079
O: -1.625 1.514 1.265
H: 0.402 -0.504 -2.129
H: 2.146 -0.393 -2.205
H: 1.185 0.975 -1.613
H: 2.090 -1.500 -0.065
H: 1.325 1.009 1.334
H: 1.232 -0.473 2.401
H: -1.368 -1.286 -0.601
H: -1.723 -1.111 1.133
H: -1.164 1.239 -0.749
H: -2.764 0.708 -0.194
H: -0.735 1.384 1.620

The computed Mulliken charges, all in e, follow: atom 1 (C): -1.17, atom 2 (C): 0.06, atom 3 (C): -0.86, atom 4 (N): 0.03, atom 5 (C): -0.67, atom 6 (C): -0.27, atom 7 (O): -0.52, atom 8 (H): 0.26, atom 9 (H): 0.33, atom 10 (H): 0.30, atom 11 (H): 0.37, atom 12 (H): 0.36, atom 13 (H): 0.27, atom 14 (H): 0.37, atom 15 (H): 0.27, atom 16 (H): 0.22, atom 17 (H): 0.32, atom 18 (H): 0.32

Among the records above, which one has the lowest relative energy (zero: lowest compared OMol25 entry of this formula, charge and spin)? C7H8N3P